1.
Density functional theory data (ωB97M-V/def2-TZVPD) for C34H25GeN3S2W as an isolated structure.

- E_tot: -120115.870 eV
- Orbital gap (alpha / beta): 0.211 / 0.199 hartree
- Charge: +3
- HOMO (alpha / beta): -17.4 / -17.5 eV
- Multiplicity: 2

Positions of all 66 atoms, in Å:
W  0.98  -0.83  -0.49
N  0.42  -2.10  1.20
C  1.05  -1.12  2.06
C  0.24  -0.35  2.92
C  0.83  0.56  3.75
C  2.22  0.73  3.73
C  3.01  -0.03  2.89
C  2.45  -0.98  2.04
C  3.25  -1.76  1.08
C  4.50  -2.29  1.38
C  5.17  -3.02  0.41
C  4.62  -3.22  -0.85
C  3.39  -2.67  -1.18
C  2.71  -1.92  -0.20
H  -0.55  -2.23  1.47
H  0.90  -3.00  1.20
H  -0.83  -0.53  2.96
H  0.22  1.14  4.44
H  2.69  1.45  4.40
H  4.09  0.11  2.89
H  4.93  -2.17  2.37
H  6.14  -3.45  0.65
H  5.16  -3.79  -1.59
H  2.99  -2.81  -2.17
S  0.95  -0.63  -2.83
C  -0.62  -1.35  -2.94
S  -1.06  -2.03  -1.38
C  -1.46  -1.31  -3.99
C  -2.79  -1.82  -3.85
N  -3.83  -2.26  -3.65
C  -1.04  -0.68  -5.21
N  -0.65  -0.18  -6.16
C  -3.13  2.85  -3.79
C  -1.77  2.85  -3.49
C  -1.28  2.07  -2.46
C  -2.17  1.28  -1.73
C  -3.55  1.29  -2.00
C  -4.02  2.08  -3.05
Ge  -1.83  -0.01  -0.43
C  1.28  1.15  -0.14
C  2.50  1.38  -0.79
C  3.17  2.59  -0.61
C  2.58  3.58  0.18
C  1.35  3.36  0.80
C  0.70  2.15  0.66
C  -2.81  -0.42  1.12
C  -3.31  0.65  1.88
C  -4.06  0.37  3.01
C  -4.30  -0.95  3.39
C  -3.80  -2.01  2.63
C  -3.05  -1.75  1.50
H  -3.51  3.46  -4.60
H  -1.10  3.48  -4.06
H  -0.22  2.10  -2.22
H  -4.26  0.70  -1.43
H  -5.08  2.08  -3.28
H  2.98  0.65  -1.44
H  4.11  2.77  -1.09
H  3.08  4.53  0.30
H  0.90  4.14  1.40
H  -0.23  1.98  1.19
H  -3.15  1.68  1.58
H  -4.47  1.19  3.59
H  -4.89  -1.15  4.27
H  -4.02  -3.03  2.91
H  -2.73  -2.58  0.88

***

2.
Density functional theory data (ωB97M-V/def2-TZVPD) for C20H21BrCuN2O2 as an isolated structure in a non-equilibrium geometry.

- E_tot: -142832.537 eV
- Orbital gap (alpha / beta): 0.264 / 0.247 hartree
- HOMO (alpha / beta): -8.3 / -8.2 eV
- Multiplicity: 2

Positions of all 47 atoms, in Å:
C  0.44  3.29  -0.21
C  -1.34  1.79  -2.89
H  -0.51  3.65  0.18
H  0.75  3.96  -1.03
H  1.21  3.29  0.53
H  -2.13  1.06  -3.08
H  -1.86  2.66  -2.41
H  -0.91  2.22  -3.81
C  -1.30  1.68  1.84
C  -1.80  1.34  3.11
C  -2.62  0.22  3.20
C  -2.88  -0.53  2.05
H  -0.63  2.52  1.71
H  -1.52  1.96  3.96
H  -3.06  -0.07  4.15
H  -3.46  -1.45  2.07
N  -1.59  1.01  0.74
C  -2.32  -0.12  0.82
C  -2.42  -0.93  -0.40
N  -1.69  -0.53  -1.42
C  -1.62  -1.25  -2.53
C  -3.19  -2.83  -1.70
C  -2.38  -2.41  -2.73
H  -0.95  -0.85  -3.29
H  -2.31  -2.91  -3.70
C  -3.21  -2.11  -0.49
H  -3.76  -2.44  0.38
H  -3.80  -3.74  -1.80
Cu  -0.18  1.86  -1.36
C  0.96  0.53  -2.67
H  0.68  0.57  -3.72
H  0.87  -0.48  -2.28
H  2.01  0.83  -2.50
Br  2.95  -2.63  -1.01
C  3.44  -1.66  0.52
C  4.72  -1.80  1.08
C  5.08  -1.05  2.21
C  4.15  -0.19  2.80
C  2.88  -0.03  2.24
C  2.54  -0.72  1.07
C  1.19  -0.45  0.42
O  1.19  0.69  -0.13
O  0.31  -1.35  0.49
H  5.43  -2.49  0.62
H  6.10  -1.13  2.61
H  4.41  0.38  3.69
H  2.14  0.65  2.66

***

3.
Density functional theory data (ωB97M-V/def2-TZVPD) for C22H20ClN4O5SbSe4TeW as an isolated structure in a non-equilibrium geometry.

- E_tot: -328903.003 eV
- Orbital gap (alpha / beta): 0.193 / 0.193 hartree
- Charge: -2
- HOMO (alpha / beta): -1.3 / -1.3 eV

Positions of all 59 atoms, in Å:
W  0.25  -0.73  -1.41
C  5.23  0.08  1.45
O  3.92  -0.06  0.98
C  2.91  0.01  1.89
C  3.09  0.03  3.25
C  1.98  0.12  4.11
C  0.72  0.14  3.58
C  0.52  0.10  2.19
C  -0.82  -0.07  1.69
N  -1.12  -0.25  0.47
N  -2.49  -0.53  0.25
C  -2.55  -1.49  -0.62
O  -1.53  -2.16  -1.00
C  -3.88  -1.93  -1.14
C  -3.95  -2.38  -2.45
C  -5.16  -2.85  -2.95
C  -6.28  -2.89  -2.14
C  -6.21  -2.43  -0.83
C  -5.01  -1.95  -0.33
C  1.61  0.07  1.31
O  1.50  0.13  0.02
H  5.86  0.14  0.56
H  5.54  -0.78  2.05
H  5.36  0.99  2.04
H  4.08  -0.03  3.67
H  2.14  0.16  5.19
H  -0.15  0.18  4.23
H  -1.63  -0.12  2.42
H  -3.06  -2.33  -3.07
H  -5.21  -3.19  -3.98
H  -7.22  -3.28  -2.53
H  -7.09  -2.46  -0.20
H  -4.93  -1.58  0.68
Se  3.22  2.96  -3.23
Sb  1.17  1.14  -3.04
Se  -1.49  0.46  -2.53
Se  0.23  -2.11  -3.36
Se  0.77  1.42  -5.41
N  2.45  2.99  0.49
C  1.19  3.54  0.48
C  0.96  4.86  0.91
C  -0.33  5.35  0.88
C  -1.37  4.53  0.43
C  -1.04  3.24  0.04
N  0.19  2.75  0.08
H  3.19  3.62  0.21
H  2.50  2.11  -0.01
H  1.79  5.48  1.23
H  -0.53  6.37  1.20
H  -2.38  4.89  0.36
H  -1.80  2.57  -0.35
Cl  2.47  -5.09  0.33
C  1.51  -4.24  -0.96
C  1.53  -2.76  -0.70
O  2.32  -2.00  -1.31
O  0.72  -2.26  0.15
H  0.49  -4.61  -0.88
H  1.96  -4.47  -1.92
Te  3.85  0.59  -2.43

***

4.
Density functional theory data (ωB97M-V/def2-TZVPD) for a 7-piece molecular cluster, C6H27N12O7 overall in a non-equilibrium geometry.

- E_tot: -38873.902 eV
- Orbital gap: 0.375 hartree
- Charge: +1
- HOMO: -11.9 eV

Positions of all 52 atoms, in Å:
O  7.64  11.87  17.60
H  7.40  12.80  17.83
H  8.04  11.34  18.35
H  6.82  11.44  17.25
C  11.14  14.16  19.50
O  10.05  13.71  19.16
N  12.26  13.94  18.80
N  11.37  14.92  20.60
H  12.30  13.26  18.05
H  13.18  14.09  19.18
H  10.75  14.85  21.38
H  12.27  15.35  20.70
C  8.25  8.45  17.09
O  7.75  9.01  18.06
N  8.84  9.04  16.02
N  8.48  7.10  17.01
H  9.21  8.42  15.32
H  9.02  10.03  16.01
H  7.98  6.57  17.70
H  8.95  6.64  16.25
C  5.16  13.96  17.13
O  6.29  14.32  17.52
N  4.27  13.51  18.00
N  4.76  13.76  15.83
H  4.50  13.59  18.98
H  3.28  13.49  17.79
H  3.93  13.21  15.81
H  5.31  13.86  15.00
C  8.63  11.03  20.99
O  8.90  11.15  19.80
N  9.42  11.59  21.93
N  7.69  10.16  21.42
H  10.30  11.94  21.60
H  9.28  11.62  22.92
H  7.66  9.36  20.81
H  7.59  10.12  22.42
C  5.25  10.48  14.89
O  5.59  10.73  16.03
N  6.02  10.83  13.79
N  3.96  10.25  14.52
H  5.46  10.90  12.96
H  7.02  10.69  13.81
H  3.25  10.27  15.22
H  3.70  9.91  13.61
C  5.87  14.51  20.90
O  5.21  13.50  20.68
N  7.22  14.65  20.88
N  5.34  15.65  21.42
H  7.71  13.87  20.48
H  7.77  15.31  21.40
H  5.92  16.45  21.57
H  4.40  15.65  21.78

***

5.
Density functional theory data (ωB97M-V/def2-TZVPD) for a 2-piece molecular cluster, CH7NS2 overall in a non-equilibrium geometry.

- E_tot: -24310.447 eV
- Orbital gap: 0.332 hartree
- HOMO: -8.7 eV

Positions of all 11 atoms, in Å:
S  1.30  -2.24  3.27
S  -0.31  -2.97  2.15
H  1.72  -1.50  2.25
H  -0.27  -4.19  2.67
C  -0.74  1.85  -1.78
N  -0.05  0.93  -0.83
H  -1.13  2.72  -1.24
H  -1.57  1.31  -2.21
H  -0.12  2.17  -2.62
H  0.58  1.50  -0.25
H  0.59  0.41  -1.41

***

6.
Density functional theory data (ωB97M-V/def2-TZVPD) for C6H9NO as an isolated structure in a non-equilibrium geometry.

- E_tot: -9900.617 eV
- Orbital gap: 0.354 hartree
- HOMO: -8.8 eV

Positions of all 17 atoms, in Å:
C  -0.86  -0.61  -0.09
C  -0.18  0.42  -0.90
C  -0.57  1.40  0.15
C  -0.30  0.14  1.13
C  1.69  -0.93  -0.04
C  1.25  0.24  -0.63
H  -2.38  -1.34  0.53
H  -0.58  -1.62  -0.39
H  -0.36  0.43  -2.08
H  -0.10  2.46  0.21
H  -1.64  1.80  0.08
H  -0.43  0.18  2.17
H  0.97  -1.83  0.05
H  2.70  -1.10  0.04
H  1.97  0.89  -0.99
N  1.13  0.10  0.88
O  -2.30  -0.63  -0.13

***

What did we get for energy relative to the best compared isomer or geometry (same formula, charge and spin)? Answer: 0.0; 82.6; 0.6; 20.1; 17.7; 115.0 kcal/mol, in the order shown.